Formula: C73H176N13O19
Source: OMol25
Level of theory: wB97M-V/def2-TZVPD

Each line ends with the Löwdin charge.
Element x y z (Å)
1 C 9.0895 6.8732 35.9006  -0.17
2 C 26.5732 3.2660 31.3878  -0.10
3 H 6.9499 -3.0789 32.1739  0.11
4 C 11.1353 0.4775 21.9693  -0.14
5 H 24.3579 3.9996 35.9534  0.14
6 H 14.3390 -0.1257 21.2360  0.15
7 H 13.3214 2.6356 21.1479  0.10
8 H 9.6069 2.1790 23.8401  0.05
9 H 18.5810 -5.6458 35.0277  0.12
10 H 18.6782 -6.0193 36.7514  0.10
11 C 13.8808 -3.3670 29.1585  -0.03
12 H 19.2780 14.9643 25.5972  0.07
13 O 13.7406 1.7661 25.1156  -0.04
14 H 15.4150 -1.3175 36.7677  0.10
15 H 10.7251 -4.6708 31.4567  0.10
16 C 7.9970 5.8694 36.1225  -0.05
17 C 19.9793 2.6578 14.6663  -0.10
18 C 11.4495 2.4336 29.5640  -0.15
19 H 9.3538 7.1913 28.4382  0.10
20 H 17.4113 12.5307 24.9277  0.08
21 H 8.8015 1.3488 25.9027  0.11
22 H 14.1644 -4.1569 29.8290  0.06
23 H 16.2800 1.0565 15.7470  0.10
24 O 11.2353 4.9401 36.3096  -0.22
25 C 22.4067 14.8975 23.4827  -0.12
26 H 8.8558 7.9173 36.0426  0.12
27 O 18.2467 1.2508 16.3032  -0.23
28 H 24.8805 5.1445 33.9994  0.19
29 C 12.1728 2.5472 30.8675  -0.14
30 H 5.4047 2.7489 25.7875  0.08
31 H 4.8563 4.4884 25.8406  0.09
32 C 14.8078 6.6541 27.1391  -0.08
33 H 8.3295 -3.3577 33.1933  0.08
34 N 8.0675 3.3368 26.0749  -0.23
35 H 12.2842 -4.5187 28.1750  0.12
36 H 22.9949 2.0295 16.3232  0.13
37 H 9.3027 -2.7331 27.8781  0.08
38 H 18.8023 2.2788 18.0155  0.14
39 H 8.3064 7.0008 27.1122  0.06
40 H 10.4346 5.4736 32.9734  0.11
41 C 8.6153 7.2026 33.5176  -0.02
42 O 12.5253 6.2212 29.7953  -0.06
43 C 20.5932 1.4868 16.8729  -0.10
44 C 12.9415 1.6804 20.8017  -0.16
45 C 12.1053 3.9552 36.8983  -0.09
46 H 11.6211 -1.5444 30.0693  0.12
47 H 19.0293 2.9880 15.1062  0.13
48 N 11.2480 -3.6719 29.6924  -0.22
49 N 13.1889 2.7751 24.6272  -0.51
50 H 12.5460 -0.9386 18.8443  0.13
51 C 19.1446 1.4370 17.3619  -0.19
52 O 8.8815 -2.9394 31.2717  -0.21
53 H 19.9620 3.8369 17.0689  0.09
54 C 10.2554 5.4293 34.0903  -0.11
55 H 10.7893 -2.0141 17.7894  0.11
56 H 13.1441 1.4701 19.7283  0.12
57 C 17.0131 13.3228 25.5838  -0.11
58 H 12.6624 -0.4074 23.9749  0.03
59 H 9.3395 -4.5196 29.8733  0.10
60 C 13.6476 2.8952 30.5290  -0.05
61 H 10.5720 -2.2884 32.2569  0.13
62 H 7.2536 5.2458 25.9991  0.12
63 O 9.4901 5.2672 27.5245  -0.20
64 C 16.8771 1.2983 16.6200  -0.08
65 H 11.1971 9.9269 34.0394  0.08
66 H 13.6694 -3.6013 40.1816  0.07
67 C 8.3063 3.2802 27.5652  -0.10
68 H 15.2957 7.5356 26.6896  0.06
69 C 21.3272 6.3662 36.1374  0.08
70 H 18.9628 0.6171 18.0238  0.13
71 H 19.2000 13.9632 24.0466  0.13
72 H 13.4727 -0.8474 37.8730  0.06
73 C 9.4319 3.6441 25.3681  -0.15
74 H 9.0004 -1.8783 19.6000  0.06
75 H 10.2326 9.6606 35.5162  0.09
76 H 15.8824 13.4081 25.6654  0.10
77 H 26.1943 3.3471 35.0170  0.16
78 H 27.9990 3.8538 33.2974  0.17
79 H 11.2190 -2.0848 21.2706  0.12
80 O 13.1490 -0.7088 31.5817  -0.03
81 C 10.9424 -2.3122 18.8314  -0.24
82 H 12.3425 5.5198 34.6969  0.13
83 H 13.7418 6.7503 26.7100  0.10
84 C 20.9383 3.8150 16.6411  0.01
85 H 9.5925 -3.4397 20.2508  0.07
86 H 13.8901 3.8398 30.9669  0.09
87 H 14.6630 -4.7793 39.7400  0.09
88 H 13.1558 4.0524 36.6215  0.09
89 C 12.5540 -1.1184 23.2233  0.00
90 H 18.5347 16.9455 24.4064  0.15
91 C 15.5329 -2.3566 36.5213  0.03
92 C 14.7413 4.1362 27.0642  -0.21
93 H 21.4142 18.0955 22.5485  0.11
94 H 27.4585 4.7033 35.3309  0.14
95 C 12.2784 3.3311 28.5919  -0.09
96 H 21.1400 4.7158 16.0044  0.13
97 C 21.1521 15.3644 22.7401  -0.12
98 H 12.1108 3.1694 27.4917  0.12
99 H 14.3155 4.9434 29.0061  0.08
100 H 19.8472 18.5455 23.4302  0.11
101 H 14.0821 -5.1616 37.6671  0.13
102 O 13.0219 5.7456 31.7825  -0.02
103 C 15.2111 -2.8099 38.8620  -0.17
104 C 10.0411 -2.1269 31.3234  -0.21
105 H 25.8232 6.3044 34.8624  0.19
106 H 17.5256 13.2517 26.5700  0.09
107 C 9.5511 -2.7614 19.4055  -0.07
108 H 20.7829 1.1464 13.0567  0.11
109 C 21.8985 15.1112 24.9162  -0.19
110 C 14.7082 -3.7010 39.9413  -0.07
111 N 13.3257 -1.0780 32.6966  -0.73
112 H 16.7496 14.8881 24.0975  0.11
113 H 14.9761 -1.7722 39.0445  0.13
114 H 20.9265 0.5452 16.3847  0.15
115 O 22.4582 5.9370 35.5626  -0.12
116 O 16.9122 -5.1017 35.9441  -0.19
117 C 12.8902 -1.4352 37.2034  -0.06
118 H 16.3003 -2.9549 38.8119  0.13
119 H 10.9616 -0.3532 19.4642  0.10
120 H 15.6940 5.3764 25.5048  0.10
121 H 27.1554 2.3460 31.9683  0.16
122 H 11.7792 2.9065 36.6568  0.10
123 H 25.9162 2.9940 30.5081  0.11
124 H 11.4869 7.5868 33.5564  0.12
125 H 8.6276 3.5641 23.2826  0.09
126 C 10.4128 9.3410 34.4820  -0.05
127 H 14.5092 -3.2958 28.2688  0.09
128 C 21.2238 16.5138 24.9015  -0.05
129 C 26.6593 4.3120 34.7204  -0.08
130 H 19.8600 0.4400 14.3605  0.10
131 H 19.7954 17.6698 21.8745  0.13
132 H 21.6854 3.8306 17.4080  0.11
133 H 12.9113 -3.4981 36.5013  0.13
134 H 10.3790 2.7295 29.5467  0.10
135 H 17.6320 -7.0579 35.7525  0.09
136 C 12.3992 -3.5676 28.7009  -0.15
137 C 8.5416 4.5799 28.2715  -0.21
138 H 16.7222 -4.9993 38.0747  0.16
139 H 15.3425 -3.5321 40.8383  0.11
140 N 20.9904 2.5226 15.9103  -0.27
141 H 19.0851 1.4085 13.1317  0.09
142 N 14.7046 -3.1857 37.4699  -0.26
143 H 12.9642 -2.1922 20.8826  0.16
144 C 9.4800 -3.8192 27.7574  -0.04
145 H 9.1443 -3.3458 18.5928  0.07
146 H 24.0894 6.9785 36.5164  0.15
147 H 14.5981 6.7080 28.2119  0.05
148 O 10.7536 -0.1028 27.5955  -0.08
149 H 9.7690 -1.0764 31.3870  0.13
150 H 12.2142 4.4414 28.6729  0.12
151 H 9.4247 4.6963 34.2073  0.13
152 H 9.1869 2.6422 27.6058  0.11
153 N 13.6924 2.9504 28.9631  -0.22
154 O 13.3687 2.9392 23.3547  -0.09
155 C 9.2585 6.7065 27.4637  -0.04
156 H 9.5392 9.6088 33.9279  0.06
157 C 17.3162 14.6921 25.0057  -0.27
158 C 11.6484 -4.5005 30.9209  0.04
159 H 15.1364 1.3898 28.6852  0.13
160 H 21.8591 17.3513 24.9174  0.12
161 C 23.6468 5.9670 36.4747  -0.12
162 H 18.4704 15.9249 22.8180  0.15
163 H 24.0205 2.6672 14.3130  0.12
164 C 15.5098 5.3443 26.5673  -0.22
165 H 21.1754 14.3359 25.2678  0.10
166 H 9.9106 6.6304 36.6200  0.13
167 H 13.6881 0.9783 22.6341  0.08
168 H 10.2890 3.1246 25.9171  0.13
169 C 14.7042 4.0314 28.6021  -0.10
170 H 15.0750 3.1812 26.5882  0.11
171 C 20.3948 17.8057 22.8310  0.00
172 C 11.4354 4.9154 34.8658  -0.19
173 H 6.9795 1.4880 26.3341  0.11
174 H 25.3188 4.9680 36.9420  0.14
175 H 27.2864 3.7459 30.7696  0.07
176 C 27.0186 4.5182 33.2722  -0.22
177 H 13.9414 1.6616 27.2925  0.08
178 H 8.3079 4.8436 35.9946  0.08
179 H 9.6099 4.7069 25.4796  0.12
180 N 11.4123 -0.2347 26.5121  -0.59
181 H 11.1431 2.6743 21.5290  0.14
182 C 10.8748 7.8507 34.4405  -0.09
183 H 16.6660 2.3086 16.9982  0.10
184 H 12.0231 1.5761 31.4697  0.12
185 H 15.6661 3.8002 29.0511  0.14
186 H 10.2068 -3.9588 26.9305  0.09
187 H 11.7289 3.3094 31.5152  0.09
188 H 11.8402 -1.3225 37.5138  0.10
189 H 12.1784 -2.6876 28.0369  0.11
190 H 20.3875 3.4673 14.1147  0.10
191 C 19.9538 1.4249 13.7808  -0.07
192 H 21.2968 15.6803 21.7537  0.11
193 C 14.0417 1.5865 28.4042  0.03
194 H 22.5880 13.7801 23.1749  0.16
195 H 11.0045 0.7628 23.0133  0.11
196 H 10.8782 1.7040 20.2430  0.09
197 O 12.3516 -0.9916 26.3745  -0.01
198 H 7.8970 6.3553 33.3488  0.12
199 H 13.7271 4.3409 26.7789  0.07
200 C 9.4711 3.2506 23.9186  -0.08
201 H 10.2227 -0.1043 21.6768  0.16
202 C 5.6165 3.7701 26.1407  -0.04
203 H 8.9355 4.4877 29.3278  0.15
204 C 7.8002 1.8611 25.6882  0.03
205 H 10.3588 -5.4720 28.7949  0.13
206 H 17.1001 15.4971 25.7245  0.12
207 H 14.3453 2.1689 30.9424  0.13
208 C 10.7945 -2.2593 30.0548  -0.09
209 C 13.2196 -2.8799 37.3535  -0.16
210 O 13.4597 -2.2791 32.9534  -0.07
211 H 10.1999 -1.9450 29.2246  0.08
212 O 11.0879 0.4640 25.5639  -0.04
213 C 24.7166 4.9965 36.0714  -0.14
214 H 9.9190 7.1533 26.7361  0.09
215 H 20.3258 6.0699 35.6809  0.12
216 H 12.9712 -0.8788 36.2931  0.07
217 C 16.1828 -5.3503 37.1083  -0.24
218 H 16.5782 -2.7522 36.6336  0.12
219 H 7.6510 5.8863 37.1536  0.10
220 H 22.3283 1.1908 14.9265  0.15
221 C 6.9931 4.2419 25.6631  -0.16
222 H 11.6116 3.8753 34.5049  0.14
223 H 11.4506 1.4586 29.0502  0.08
224 H 6.9541 4.2605 24.5392  0.14
225 C 14.8392 -4.6566 37.0399  -0.10
226 H 14.4435 -4.7152 35.9829  0.16
227 H 15.8532 -6.4264 37.1770  0.15
228 H 10.3547 3.7622 23.5311  0.08
229 H 5.5651 3.7238 27.2087  0.07
230 H 16.5588 0.5790 17.4082  0.10
231 H 20.4528 14.5924 22.6127  0.09
232 H 23.3388 5.6712 37.5551  0.17
233 H 7.6501 5.1367 28.3757  0.11
234 O 13.4494 -0.2770 33.5455  -0.01
235 H 22.6116 15.1426 25.7161  0.05
236 H 13.4901 0.7877 28.8390  0.08
237 H 12.4077 -3.9492 31.3967  0.06
238 O 25.9263 3.9998 32.4503  -0.19
239 H 21.9708 14.7410 28.1824  -0.15
240 H 23.3413 15.5155 23.1949  0.15
241 H 7.9484 -1.6719 32.5581  0.09
242 O 12.4134 3.5594 25.2104  -0.05
243 H 7.5494 1.7598 24.6616  0.09
244 H 8.0305 8.0135 33.9663  0.11
245 O 10.9835 6.2105 31.2164  -0.04
246 C 10.0393 -4.4477 29.0497  -0.14
247 C 13.5517 0.5921 21.6446  -0.02
248 N 12.2911 -0.4034 21.9409  -0.24
249 H 9.0752 7.5346 32.5777  0.11
250 N 12.1551 6.0800 30.9864  -0.62
251 N 9.6741 6.7950 34.4774  -0.25
252 H 11.3523 7.5098 35.4293  0.14
253 H 11.7180 -1.8356 23.5222  0.14
254 H 16.5261 5.2924 26.9589  0.09
255 H 12.0858 -5.4553 30.5990  0.12
256 H 27.3473 5.6057 33.3026  0.15
257 H 21.2281 1.6198 17.7329  0.14
258 C 17.9627 -6.0446 35.9055  -0.10
259 H 22.5534 3.3920 13.7100  0.08
260 C 22.3905 2.1954 15.4473  -0.19
261 C 8.0153 -2.7539 32.3676  -0.09
262 N 25.4823 5.3294 34.8539  0.06
263 N 20.4413 16.4913 23.5265  -0.24
264 C 12.0664 -1.5043 20.8825  -0.13
265 H 11.9678 4.0842 37.9373  0.07
266 C 18.8411 14.8146 24.6701  -0.20
267 C 18.9448 16.0873 23.8244  -0.10
268 H 15.2284 -2.6170 35.5400  0.10
269 H 13.4791 -1.6567 23.0502  0.11
270 H 8.6048 -4.4362 27.5840  0.09
271 H 23.2597 4.1297 15.1036  0.07
272 C 23.0999 3.2013 14.6179  -0.05
273 H 12.7097 -3.2832 38.2509  0.14
274 H 21.5306 6.8150 37.1875  0.12
275 H 11.5675 -3.1676 18.7103  0.10
276 H 13.9507 -2.4086 29.6687  0.06
277 H 20.5128 16.6931 25.6469  0.10
278 H 7.5800 2.6703 28.0734  0.13
279 H 7.1807 6.1559 35.5349  0.06
280 C 11.6680 -1.1604 19.5003  -0.22
281 C 11.4580 1.6493 21.1198  -0.17

Frontier orbital gap (eV): 1.244
Max |F| (hartree/bohr): 0.1219
Net charge: +5
E_HOMO (Eh): -0.4142
Total energy (eV): -136756.10978
Lowest unoccupied orbital energy (eV): -10.0